Entry from OMol25: a single C13H13F4NO4 molecule (wB97M-V/def2-TZVPD).

Last column: Löwdin charge in e.
Atoms and positions in Å:
C 1.028 3.563 -0.534  -0.0067
O 1.662 2.634 -1.412  -0.0130
C 0.947 1.587 -1.776  -0.4543
O -0.208 1.392 -1.515  0.1636
C 1.826 0.586 -2.560  -0.3083
O 2.884 1.208 -3.224  0.0637
C 2.311 -0.505 -1.560  0.0325
C 1.578 -0.378 -0.219  -0.4689
O 1.981 0.380 0.636  0.0878
N 0.475 -1.154 -0.128  0.1488
C -0.473 -1.184 0.904  -0.2069
C -1.663 -1.868 0.673  -0.0213
C -2.630 -1.944 1.657  -0.0357
C -2.450 -1.348 2.899  -0.2183
C -3.480 -1.410 3.981  -0.0364
C -1.251 -0.673 3.097  -0.2224
F -1.033 -0.079 4.291  0.0697
C -0.262 -0.580 2.138  0.0730
C 0.970 -0.062 -3.662  -0.5744
F 1.705 -0.844 -4.457  0.1712
F 0.010 -0.855 -3.157  0.1513
F 0.370 0.840 -4.434  0.1840
H 0.007 3.758 -0.865  0.1005
H 1.629 4.468 -0.564  0.0983
H 1.012 3.143 0.472  0.1032
H 3.246 1.902 -2.657  0.1207
H 3.372 -0.322 -1.378  0.1439
H 2.199 -1.498 -1.995  0.1305
H 0.185 -1.655 -0.956  0.1367
H -1.834 -2.334 -0.286  0.1119
H -3.548 -2.477 1.459  0.1134
H -3.876 -0.414 4.179  0.0869
H -4.300 -2.063 3.697  0.0764
H -3.036 -1.774 4.906  0.0841
H 0.646 -0.043 2.351  0.1144

The HOMO energy is -8.574 eV. As for the structure (SMILES): COC(=O)[C@@](O)(CC(=O)Nc1ccc(C)c(F)c1)C(F)(F)F. The value obtained for the molecular weight is 323.24 g mol⁻¹. As for the lowest unoccupied orbital energy: 0.025 Eh. The value obtained for the HOMO-LUMO gap is 9.3 eV.